A 2-piece molecular cluster, C12H14ClN2 overall at a distorted geometry, computed with the ωB97M-V functional and the def2-TZVPD basis.

Geometry as XYZ:
```
29
Properties=species:S:1:pos:R:3
C 4.774 17.921 45.059
N 5.690 19.083 44.406
C 5.569 20.205 45.087
C 5.612 21.268 44.430
C 5.903 21.293 42.878
C 6.114 20.004 42.239
C 5.899 18.958 43.088
C 6.251 22.492 42.013
C 5.846 23.849 42.539
C 6.124 24.989 41.834
N 6.938 24.831 40.720
C 7.270 23.594 40.119
C 7.037 22.441 40.804
C 6.484 25.804 39.633
H 3.808 17.902 44.296
H 4.438 17.966 46.056
H 5.304 16.924 44.951
H 5.231 20.150 46.105
H 5.439 22.143 45.035
H 6.542 19.684 41.175
H 6.040 17.824 42.798
H 5.305 23.890 43.522
H 5.764 25.891 42.138
H 7.872 23.615 39.373
H 7.697 21.609 40.317
H 6.077 26.702 40.090
H 5.969 25.310 38.766
H 7.503 26.216 39.169
Cl 7.420 19.503 38.429
```

Computed properties:
**Spin multiplicity**: 1
**Highest occupied orbital energy**: -9.51 eV
**Energy relative to the best compared isomer or geometry (same formula, charge and spin)**: 117.5 kcal per mole
**LUMO level**: -6.3 eV
**Molar mass**: 221.71 g mol⁻¹
**F_max**: 10.3 eV/A
**Electronic energy**: -28160.7538 eV
**Net charge**: +1